C20H25FeN6O2S3 as an isolated structure, computed with ωB97M-V with the def2-TZVPD basis set.

The geometry in XYZ format:
```
57
C20H25FeN6O2S3 (ωB97M-V with the def2-TZVPD basis set)
Fe 0.72 0.91 0.65
C -0.33 3.82 1.18
N 0.08 2.71 2.03
C 1.22 3.09 2.86
C -1.04 2.25 2.85
C -1.79 1.05 2.30
C -3.04 0.75 2.84
C -3.71 -0.40 2.45
C -3.12 -1.25 1.52
C -1.88 -0.91 0.99
C -1.18 0.25 1.33
H -0.60 4.70 1.79
H -1.21 3.52 0.60
H 0.47 4.08 0.49
H 0.94 3.86 3.60
H 2.01 3.49 2.21
H 1.62 2.22 3.37
H -1.75 3.08 3.01
H -0.66 1.98 3.84
H -3.48 1.41 3.58
H -4.68 -0.63 2.87
H -3.62 -2.16 1.22
H -1.44 -1.60 0.27
S 5.21 2.94 -0.77
C 3.55 2.77 -0.59
S 3.00 1.34 0.31
S 2.38 3.86 -1.20
C 2.16 -4.82 -0.36
N 2.27 -3.45 0.07
C 2.20 -3.11 1.48
C 1.69 -1.66 1.42
O 1.54 -0.89 2.37
N 1.42 -1.34 0.10
C 1.73 -2.39 -0.61
N 1.52 -2.44 -1.96
H 2.91 -5.42 0.16
H 2.35 -4.92 -1.43
H 1.17 -5.24 -0.15
H 3.17 -3.16 1.97
H 1.48 -3.74 2.01
H 1.32 -1.55 -2.38
H 2.12 -3.03 -2.51
N -3.40 -1.30 -2.54
C -2.64 -0.85 -3.59
O -2.93 -1.07 -4.76
C -1.37 -0.13 -3.23
C -0.40 0.10 -4.21
C 0.77 0.76 -3.86
C 0.95 1.16 -2.54
N 0.02 0.94 -1.60
C -1.11 0.34 -1.94
H -4.33 -1.60 -2.79
H -3.27 -0.95 -1.61
H -0.59 -0.24 -5.22
H 1.54 0.96 -4.59
H 1.84 1.68 -2.21
H -1.82 0.23 -1.13
```

Values from the calculation:
Expectation value of S²: 6.012
Highest occupied orbital energy (alpha / beta): -2.98 / -3.04 eV
DFT total energy: -101077.2577 eV
Total charge: -1
Spin multiplicity: 5
Max |F|: 1.37 eV/Å

natural (NBO) atomic charge list, values in e, 6 entries:
1 Fe 1.335
2 C -0.439
3 N -0.497
4 C -0.416
5 C -0.229
6 C -0.063

***

C20H25MoN4O2S as an isolated structure, computed with ωB97M-V with the def2-TZVPD basis set.

The geometry in XYZ format:
```
53
C20H25MoN4O2S (ωB97M-V with the def2-TZVPD basis set)
Mo -0.43 -0.04 -1.09
O -0.46 -2.23 -0.10
S -0.97 -1.65 1.16
O -2.38 -1.70 1.36
N -0.44 -0.14 0.92
C -0.14 0.92 1.77
C -0.16 0.99 3.14
C 0.23 2.19 3.77
C 0.64 3.28 3.06
C 0.65 3.24 1.65
C 1.03 4.32 0.82
C 1.00 4.15 -0.53
C 0.59 2.93 -1.08
N 0.21 1.90 -0.36
C 0.26 2.05 1.01
C -0.14 -2.34 2.53
C -0.87 -2.67 3.66
C -0.19 -3.19 4.75
C 1.19 -3.37 4.69
C 1.90 -3.04 3.54
C 1.23 -2.52 2.45
H -0.48 0.14 3.72
H 0.20 2.24 4.86
H 0.94 4.19 3.57
H 1.33 5.26 1.26
H 1.27 4.96 -1.20
H 0.54 2.81 -2.16
H -1.94 -2.51 3.68
H -0.73 -3.46 5.65
H 1.71 -3.78 5.54
H 2.97 -3.21 3.49
H 1.76 -2.25 1.54
N 2.31 -0.41 -2.59
N 2.01 -0.72 -1.22
H 3.25 -0.68 -2.84
H 2.24 0.60 -2.70
H 2.71 -0.34 -0.59
H 2.01 -1.74 -1.14
C -3.06 -0.41 -3.45
C -1.55 -0.11 -3.55
C -1.20 0.29 -4.98
C -0.77 -1.39 -3.18
C -1.20 0.96 -2.52
H -3.33 -1.19 -4.17
H -3.65 0.48 -3.66
H -3.31 -0.76 -2.44
H -1.47 -0.51 -5.67
H -0.14 0.50 -5.09
H -1.76 1.18 -5.27
H -1.18 -2.25 -3.69
H -0.94 -1.62 -2.10
H 0.28 -1.30 -3.42
H -1.58 1.95 -2.77
```

Values from the calculation:
Highest occupied orbital energy (alpha / beta): -10.49 / -10.65 eV
DFT total energy: -43883.5705 eV
Total charge: +1
Max |F|: 1.88 eV/Å

natural (NBO) atomic charge list, values in e, 6 entries:
1 Mo 0.981
2 O -0.934
3 S 2.314
4 O -0.887
5 N -0.900
6 C 0.144

***

One molecule with the formula C20H25N3O3S, computed with ωB97M-V with the def2-TZVPD basis set.

The geometry in XYZ format:
```
52
C20H25N3O3S (ωB97M-V with the def2-TZVPD basis set)
O -0.23 -1.37 3.11
C -0.05 -0.29 2.61
C -1.18 0.67 2.25
N -1.36 0.67 0.81
C -2.22 -0.39 0.29
C -1.83 -0.79 -1.14
C -2.68 -1.97 -1.58
C -4.16 -1.61 -1.54
C -4.56 -1.18 -0.13
C -3.70 0.00 0.33
S -1.22 2.15 0.05
O -2.06 2.20 -1.12
O -1.34 3.19 1.03
C 0.50 2.11 -0.47
C 0.86 1.47 -1.64
C 2.20 1.43 -2.00
C 3.16 2.02 -1.19
C 2.78 2.68 -0.03
C 1.44 2.73 0.33
N 1.18 0.20 2.30
C 2.37 -0.62 2.33
C 2.82 -0.98 0.94
C 4.13 -0.79 0.52
C 4.47 -1.13 -0.78
C 3.48 -1.63 -1.61
N 2.23 -1.80 -1.22
C 1.91 -1.49 0.02
H -2.09 0.35 2.76
H -0.95 1.69 2.56
H -2.05 -1.25 0.94
H -0.77 -1.05 -1.18
H -2.01 0.06 -1.80
H -2.40 -2.26 -2.60
H -2.49 -2.83 -0.93
H -4.77 -2.47 -1.85
H -4.36 -0.79 -2.23
H -5.61 -0.89 -0.11
H -4.42 -2.02 0.56
H -3.98 0.29 1.34
H -3.85 0.85 -0.33
H 0.10 1.03 -2.26
H 2.49 0.93 -2.91
H 4.20 1.98 -1.48
H 3.52 3.16 0.58
H 1.11 3.27 1.20
H 1.23 1.06 1.79
H 2.10 -1.53 2.89
H 3.16 -0.10 2.87
H 4.87 -0.40 1.20
H 5.48 -1.01 -1.14
H 3.69 -1.90 -2.64
H 0.88 -1.66 0.31
```

Values from the calculation:
Highest occupied orbital energy: -9.20 eV
DFT total energy: -42594.3066 eV
SMILES: O=C(CN(C1CCCCC1)S(=O)(=O)c1ccccc1)NCc1cccnc1
Max |F|: 1.05 eV/Å

natural (NBO) atomic charge list, values in e, 6 entries:
1 O -0.620
2 C 0.670
3 C -0.317
4 N -0.699
5 C -0.030
6 C -0.423

***

One molecule with the formula C20H25N3O4, computed with ωB97M-V with the def2-TZVPD basis set.

The geometry in XYZ format:
```
52
C20H25N3O4 (ωB97M-V with the def2-TZVPD basis set)
C 3.41 2.24 6.94
O 2.54 1.14 7.08
C 1.85 0.72 5.99
C 0.97 -0.35 6.19
C 0.21 -0.83 5.15
C 0.32 -0.29 3.88
C 1.21 0.76 3.66
C 1.35 1.42 2.33
O 1.51 2.62 2.23
C 1.30 0.54 1.16
C 1.52 -0.83 1.10
N 1.43 -1.21 -0.18
C 1.16 -0.13 -0.98
C 0.95 -0.36 -2.42
O 0.97 -1.50 -2.87
N 0.77 0.75 -3.16
C 0.27 0.68 -4.51
C -1.08 1.39 -4.66
C -2.06 1.03 -3.53
N -2.01 -0.39 -3.22
C -2.49 -0.70 -1.89
C -2.20 -2.18 -1.61
O -2.84 -3.01 -2.55
C -2.39 -2.69 -3.85
C -2.68 -1.23 -4.19
C 1.08 0.98 -0.17
C 1.95 1.28 4.72
H 2.88 3.14 6.62
H 3.83 2.40 7.93
H 4.22 2.02 6.23
H 0.90 -0.77 7.18
H -0.48 -1.65 5.32
H -0.29 -0.66 3.07
H 1.75 -1.52 1.88
H 1.53 -2.14 -0.57
H 0.75 1.64 -2.70
H 0.99 1.12 -5.21
H 0.16 -0.38 -4.74
H -0.93 2.47 -4.64
H -1.50 1.13 -5.63
H -3.07 1.36 -3.81
H -1.77 1.57 -2.63
H -1.95 -0.09 -1.15
H -3.57 -0.52 -1.78
H -2.58 -2.47 -0.63
H -1.11 -2.34 -1.65
H -2.91 -3.36 -4.53
H -1.30 -2.85 -3.92
H -2.30 -1.00 -5.19
H -3.77 -1.06 -4.17
H 0.89 1.99 -0.44
H 2.60 2.11 4.51
```

Values from the calculation:
Highest occupied orbital energy: -8.60 eV
DFT total energy: -33806.1020 eV
SMILES: COc1cccc(C(=O)c2c[nH]c(C(=O)NCCCN3CCOCC3)c2)c1
Max |F|: 0.46 eV/Å

natural (NBO) atomic charge list, values in e, 6 entries:
1 C -0.254
2 O -0.490
3 C 0.292
4 C -0.237
5 C -0.197
6 C -0.222